(1)
Here is a molecular structure, C21H21N9O2S2Ti from OMol25. Energies are from the ωB97M-V functional and the def2-TZVPD basis.

Output
LUMO (alpha / beta) = -0.40 / -0.39 eV
Largest force on an atom = 0.0482 Eh/bohr
E = -84409.4327 eV
HOMO (alpha / beta) = -6.131 / -6.253 eV
Frontier orbital gap (alpha / beta) = 5.73 / 5.87 eV

Structure (ORCA input):
```
! wB97M-V def2-TZVPD RIJCOSX def2/J DEFGRID3
* xyz 0 1
Ti -0.130 -0.069 0.722
N -0.737 2.609 4.305
C -0.375 1.884 3.215
S -1.128 0.354 3.001
N 0.520 2.507 2.453
N 0.867 1.785 1.351
C 1.797 2.232 0.578
C 2.534 3.501 0.797
C 1.864 4.720 0.765
C 2.556 5.901 0.967
C 3.922 5.874 1.221
C 4.591 4.662 1.274
C 3.899 3.478 1.061
C 2.203 1.331 -0.567
C 3.255 1.643 -1.411
C 3.656 0.690 -2.349
C 3.018 -0.530 -2.408
C 1.947 -0.753 -1.543
N 1.539 0.162 -0.679
H -1.255 2.160 5.037
H -0.163 3.404 4.532
H 0.795 4.738 0.597
H 2.029 6.845 0.935
H 4.457 6.800 1.383
H 5.652 4.634 1.487
H 4.421 2.532 1.116
H 3.752 2.597 -1.348
H 4.471 0.924 -3.021
H 3.294 -1.300 -3.112
H 1.380 -1.672 -1.559
C -3.299 -2.002 0.082
C -2.362 -0.871 -0.209
N -1.234 -1.006 -0.932
N -1.010 -2.266 -1.445
C -0.555 -2.488 -2.692
N -0.298 -3.813 -2.942
S -0.242 -1.324 -3.835
C -2.654 0.470 0.183
C -3.923 0.992 0.560
C -4.080 2.333 0.701
C -2.977 3.198 0.480
C -1.770 2.647 0.187
N -1.593 1.309 0.074
H -3.683 -2.432 -0.847
H -4.141 -1.690 0.692
H -2.792 -2.796 0.637
H -1.242 -3.055 -0.859
H -0.128 -4.449 -2.178
H 0.170 -3.999 -3.809
H -4.762 0.324 0.693
H -5.050 2.736 0.957
H -3.080 4.271 0.554
H -0.881 3.247 0.046
O -0.127 -2.143 1.158
N 0.958 -2.176 1.780
O 1.423 -1.008 1.874
*
```

Atom charges from the natural (NBO) analysis, given in e for atoms 1 to 2: Ti 1.114; N -0.784

***

(2)
Here is a single C21H21NO8 molecule from OMol25. Energies are from the ωB97M-V functional and the def2-TZVPD basis.

Output
SMILES string = CCOc1cc(C=C(C(=O)OC)C(=O)OC)ccc1OCc1ccc([N+](=O)[O-])cc1
LUMO = -1.66 eV
Largest force on an atom = 0.3225 Eh/bohr
E = -39963.6625 eV
HOMO = -7.882 eV
Frontier orbital gap = 6.22 eV

Structure (ORCA input):
```
! wB97M-V def2-TZVPD RIJCOSX def2/J DEFGRID3
* xyz 0 1
C 0.452 6.166 1.442
C -0.259 4.916 1.019
H -0.627 4.546 1.916
H -1.215 5.161 0.363
O 0.465 3.854 0.179
C -0.113 2.755 -0.035
C -1.440 2.273 0.275
C -1.787 1.158 -0.463
C -0.911 0.370 -1.128
C 0.476 0.735 -1.260
C 0.799 2.214 -0.763
O 2.000 2.634 -1.039
C 3.090 1.610 -1.753
C 3.541 0.626 -0.896
C 4.062 -0.528 -1.790
C 4.439 -1.685 -0.896
C 4.425 -1.905 0.413
C 3.802 -0.758 1.182
C 3.514 0.541 0.386
H 2.953 1.299 1.127
H 3.712 -0.809 2.082
N 4.732 -2.836 1.189
O 5.260 -3.726 0.402
O 4.735 -2.899 2.418
H 4.939 -2.306 -1.811
H 4.242 -0.409 -2.746
H 3.932 2.289 -1.736
H 2.751 1.713 -2.685
H 1.039 0.104 -1.676
H -1.130 -0.646 -1.361
C -3.115 0.840 -0.126
C -3.644 -0.548 -0.134
C -5.028 -0.664 0.276
O -5.889 0.063 0.271
O -5.399 -2.058 0.467
C -6.692 -2.065 0.766
H -6.773 -3.332 0.730
H -7.352 -1.957 0.141
H -7.086 -1.670 1.625
C -2.917 -1.646 0.026
O -1.911 -2.184 0.916
O -3.251 -2.427 -0.910
C -2.563 -3.803 -1.232
H -2.865 -4.573 -0.450
H -1.488 -3.581 -1.238
H -2.569 -4.214 -2.255
H -3.759 1.417 0.142
H -1.931 2.867 0.675
H 1.278 5.988 1.874
H 0.641 6.689 0.493
H -0.192 6.930 1.842
*
```

Atom charges from the natural (NBO) analysis, given in e for atoms 1 to 2: C -0.621; C -0.062